Entry 1:
{"formula": "C10H11N3O2", "method": "wB97M-V/def2-TZVPD", "symbols": ["H", "O", "O", "C", "C", "C", "H", "C", "C", "H", "H", "H", "H", "N", "C", "C", "N", "H", "H", "H", "H", "C", "C", "C", "H", "N"], "positions_angstrom": [[-4.51271, 0.44634, -0.40168], [0.21773, -2.34025, -0.36961], [-0.81711, -2.38298, -2.37042], [-2.69692, -0.57180, -0.95058], [-3.45563, 0.35075, -0.20387], [3.11892, -0.31234, 0.68706], [3.43420, -1.32084, 0.42605], [0.86021, 0.49694, 0.49165], [-2.87303, 1.11465, 0.76947], [2.90954, -0.28746, 1.75416], [-3.16147, -1.24144, -1.65672], [1.06507, -0.02720, -1.97745], [-3.43230, 1.80666, 1.37797], [0.69199, 1.29936, 1.52099], [-1.33403, -0.65108, -0.78366], [-1.47605, 0.99807, 0.97258], [-0.80237, 0.16755, 0.12532], [3.92829, 0.38927, 0.46290], [2.82880, 0.16801, -1.96082], [-0.82860, 2.27366, 2.66545], [2.08318, -1.41518, -1.60544], [1.98304, -0.33657, -1.48869], [-0.61205, 1.62355, 1.84676], [-0.53115, -1.96473, -1.26787], [1.47227, 1.69717, 2.02473], [1.94021, 0.01991, -0.08828]], "atomic_forces_ev_per_a": [[-0.1, 0.0, 0.1], [0.7, -0.4, 0.6], [-0.2, -0.2, -0.9], [0.8, 0.0, -0.3], [0.1, 0.5, 0.4], [0.2, 0.1, 0.1], [0.0, -0.1, 0.0], [-4.6, -0.9, -1.2], [-0.4, -0.2, -0.2], [-0.1, 0.0, 0.0], [0.0, -0.1, 0.0], [0.0, 0.0, -0.1], [-0.1, 0.1, 0.0], [0.3, -0.3, -0.3], [-1.0, -1.4, -0.8], [0.3, 0.4, 0.3], [5.5, 1.5, 1.7], [0.0, -0.1, 0.0], [0.0, 0.1, 0.0], [0.0, 0.2, 0.1], [0.0, 0.0, 0.1], [0.0, -0.1, -0.5], [-0.7, -0.1, 0.0], [-0.5, 1.2, 0.4], [0.0, 0.0, -0.2], [-0.2, 0.0, 0.5]], "e_above_lowest_kj_mol": 279.64, "energy_ev": -19111.1502, "total_charge": 0, "e_lumo_ev": 0.081}

---

Entry 2:
{"formula": "C25H61N4Na3O15P", "method": "wB97M-V/def2-TZVPD", "symbols": ["C", "H", "H", "H", "C", "H", "H", "H", "H", "Na", "O", "H", "H", "C", "O", "H", "O", "H", "H", "H", "C", "Na", "H", "H", "O", "O", "H", "H", "C", "N", "H", "C", "H", "C", "H", "H", "H", "H", "C", "H", "C", "H", "H", "O", "C", "C", "H", "O", "H", "H", "H", "C", "H", "H", "H", "C", "H", "H", "C", "H", "H", "C", "Na", "H", "H", "C", "C", "H", "H", "H", "O", "C", "H", "H", "H", "H", "N", "H", "H", "H", "H", "C", "H", "O", "H", "O", "O", "H", "H", "C", "H", "O", "N", "H", "C", "C", "H", "O", "N", "C", "O", "P", "O", "C", "C", "H", "H", "H", "H"], "positions_angstrom": [[28.74441, -15.46637, -5.35481], [17.59752, -20.61590, -5.11846], [20.58455, -17.84368, -3.50727], [29.08322, -34.12621, 2.38901], [28.12635, -16.16990, 9.01453], [29.93441, -29.69730, 3.64786], [29.03702, -17.95327, -7.38088], [28.86935, -16.26622, 8.22283], [28.34346, -14.83081, -1.34241], [21.07644, -19.34471, 4.63249], [27.99269, -11.65494, -2.32712], [27.60432, -17.12123, 9.11713], [26.72371, -13.22341, 13.67965], [25.93317, -15.21400, 15.45455], [25.46108, -13.96397, 15.15166], [17.76936, -24.24469, -4.02946], [20.26460, -24.69077, -4.13068], [33.18389, -33.54220, -0.65900], [20.61008, -18.58208, -1.93186], [30.80074, -35.93597, 1.13524], [28.59668, -16.99012, -7.12284], [22.89431, -24.71757, 5.39777], [29.64352, -14.94001, -5.67518], [27.54881, -16.98461, -7.42289], [15.68596, -22.09698, 3.80767], [16.28955, -22.06935, 1.48745], [31.34299, -34.50343, 0.25338], [28.87921, -29.80625, 2.27359], [25.89816, -20.92033, 1.46371], [26.07997, -16.05505, 12.95367], [27.42826, -15.48001, 8.54037], [28.43641, -10.31919, -2.08689], [33.26598, -36.27460, 0.60668], [28.47979, -12.66365, -1.33681], [20.27804, -23.43426, -5.67054], [29.64365, -32.94757, 1.17871], [26.31431, -16.77033, 10.99310], [17.53631, -23.48660, -5.45650], [29.88275, -33.43429, 2.12425], [28.23349, -9.68777, -2.95190], [26.74269, -15.86573, 14.30000], [34.60564, -33.07220, 0.01109], [25.05964, -15.81521, 15.70674], [25.10222, -21.89428, 1.52417], [19.74062, -20.11683, -4.90909], [33.97661, -33.96096, -0.03904], [26.66439, -15.18286, 16.26228], [18.17827, -22.43779, 3.17732], [34.53848, -34.72126, -0.58159], [18.88093, -21.55639, -6.13118], [27.57473, -15.20202, 14.06487], [26.41766, -13.02153, 14.70614], [22.24133, -24.81867, -4.98562], [25.82739, -12.11145, 14.59915], [29.65378, -15.63562, -3.36087], [29.75999, -32.20396, 3.06231], [27.25133, -20.21864, 0.91107], [21.62725, -19.24627, -3.09987], [32.92332, -35.47309, 1.26109], [27.82480, -15.86396, -3.42189], [19.59701, -19.24440, -5.54655], [31.47744, -35.08206, 1.16727], [20.12382, -23.52682, -0.67793], [27.22758, -16.75458, 14.70361], [25.38580, -16.78644, 12.89607], [28.70286, -15.34657, -3.80843], [26.93119, -16.37302, 11.79915], [28.68527, -32.03357, 3.12613], [31.90152, -33.56969, 2.19683], [30.66919, -29.13424, 2.25386], [33.78964, -34.33590, 1.27279], [27.97319, -13.94430, -1.85728], [26.97748, -14.41880, 10.85733], [29.55415, -12.74707, -1.17287], [21.29593, -26.31099, -4.84703], [28.00174, -9.94246, -1.16100], [28.57512, -14.01061, -3.21703], [22.11482, -25.52594, -3.50026], [27.87835, -12.43123, -0.45797], [19.33988, -24.94844, -5.97512], [29.24425, -16.30117, -7.66515], [27.66991, -15.19219, 11.18976], [29.52368, -10.26540, -2.03169], [25.49305, -19.75851, 1.72483], [26.88342, -13.95712, -1.87521], [30.42924, -31.18219, 2.34066], [19.68316, -19.74070, -3.49132], [17.91283, -21.99807, -3.40226], [30.17026, -32.44825, 4.04215], [18.54888, -21.14454, -5.17817], [27.68376, -17.03761, 12.22348], [17.10018, -20.28196, 2.92838], [31.11040, -34.19215, 2.27902], [20.75583, -20.46271, -5.10365], [29.92614, -29.86595, 2.57101], [18.27734, -23.51289, -4.65758], [27.32768, -12.95863, 15.30282], [28.75936, -16.88411, -5.75126], [18.49667, -22.22157, -4.19553], [19.58392, -24.16578, -5.25680], [27.11384, -21.16786, 0.95210], [16.79340, -21.75705, 2.87742], [28.62331, -15.60146, 10.19956], [21.50168, -25.34621, -4.38336], [20.63523, -18.80620, -2.99828], [27.91621, -14.88857, -5.76508], [28.18648, -13.46341, -3.97177], [28.17590, -14.59995, 11.95219], [33.04793, -36.03471, 2.18692]], "atomic_forces_ev_per_a": [[0.3, -0.3, 1.5], [0.1, 0.2, -0.8], [0.0, 0.0, -0.3], [-0.3, 0.0, -0.2], [-1.0, 0.7, -0.7], [-0.3, 0.0, 0.4], [-0.3, -0.3, -0.1], [0.6, -0.2, 0.7], [0.0, 0.2, 0.3], [-0.2, -0.5, -0.3], [1.2, -0.3, 0.7], [0.2, -0.2, 0.3], [0.2, -0.3, -0.2], [0.7, -1.2, -1.5], [-0.3, 1.2, 0.1], [0.6, 0.3, 0.9], [1.0, -0.4, 1.0], [-1.0, -0.7, 0.4], [-1.0, -0.5, 0.1], [0.2, -0.2, -0.1], [0.8, -1.1, -0.6], [-0.1, 0.2, -0.1], [0.3, -0.3, -0.4], [0.0, 0.4, -0.2], [-1.0, -1.1, 1.7], [0.0, -0.4, -1.6], [-0.2, -0.2, -0.6], [0.2, 0.5, -0.6], [-5.8, -2.1, 0.5], [-0.6, 0.6, 0.5], [-0.5, 0.2, 0.1], [0.4, -0.9, 0.0], [-0.2, 0.5, -1.1], [-1.9, 1.7, -0.1], [-0.4, 0.3, -0.6], [0.4, -0.6, -0.7], [0.0, -0.6, 0.4], [-0.1, -0.1, -0.8], [-0.7, 0.0, 1.2], [-0.7, -0.2, 0.1], [-0.2, 0.0, -1.5], [0.5, 0.0, 0.0], [0.1, -0.1, 0.2], [0.9, -0.7, 0.2], [-0.9, 0.3, 2.1], [2.1, 1.9, -1.1], [-0.1, -0.1, 0.5], [-0.8, 0.0, 0.0], [-0.1, -0.2, -0.3], [-0.9, -0.1, -0.3], [0.1, 0.1, 0.2], [-0.9, -0.1, -1.0], [-0.5, 0.6, -0.6], [0.5, 0.3, 0.6], [-0.2, -1.3, -0.3], [0.3, -1.3, -1.5], [1.8, 0.7, -0.6], [0.4, 0.2, -0.4], [0.2, -1.1, 1.9], [0.3, -1.1, -0.2], [-0.2, 0.3, 0.0], [-1.1, 0.5, -0.5], [-0.2, 0.3, 0.2], [-0.1, -0.5, 0.0], [-0.3, 0.2, 0.9], [-0.1, -0.3, 0.9], [0.8, 0.7, 1.1], [-0.1, 0.5, 0.2], [0.1, 0.8, 0.7], [-0.5, -0.1, -0.9], [-1.5, -1.3, 0.2], [0.4, -0.6, -2.7], [-0.5, -0.2, -0.9], [0.0, 0.7, -0.2], [0.1, -0.1, -0.1], [-0.1, 0.3, 0.0], [0.3, -0.1, -1.6], [-0.8, 0.0, 0.6], [0.7, 0.2, 0.7], [0.0, -0.1, -0.1], [-0.4, 0.6, -0.2], [0.1, 0.4, 0.0], [0.3, -0.2, 0.4], [2.0, 0.9, -0.1], [-0.2, -0.1, 0.0], [0.1, 0.6, 0.3], [-0.7, 0.0, -0.3], [0.1, 0.3, -0.1], [0.2, 0.5, 0.2], [2.2, 0.5, 1.3], [0.3, -0.7, -0.9], [0.8, 1.9, -0.1], [1.2, 0.2, -0.4], [-0.1, -0.7, -0.2], [0.6, -0.9, 1.7], [0.3, -1.9, -3.0], [-0.2, 0.2, 0.5], [-0.1, 2.6, 1.4], [0.6, 1.3, 1.8], [-0.6, 0.3, 1.5], [0.9, 1.1, 0.0], [1.8, -0.4, -0.2], [0.3, 0.1, 0.7], [0.0, -0.4, -0.3], [0.8, -0.4, -0.8], [-0.5, -0.4, -0.3], [-0.6, 0.9, 0.9], [0.8, -0.5, 0.1], [0.1, 0.6, 0.7]], "e_above_lowest_kj_mol": 1340.51, "energy_ev": -86112.3133, "total_charge": -1, "e_lumo_ev": 0.249}

---

Entry 3:
{"formula": "C3H6N2O2", "method": "wB97M-V/def2-TZVPD", "symbols": ["H", "N", "C", "C", "H", "C", "H", "H", "H", "O", "H", "N", "O"], "positions_angstrom": [[1.61243, -0.63615, 1.31194], [-0.88287, 1.57058, 0.61252], [-0.03594, 0.16757, -1.11457], [-0.19393, 0.52681, 0.36125], [1.30585, -2.09897, 0.35149], [0.85649, -1.31449, 0.94460], [-0.30099, 0.95004, -2.99319], [-0.95479, 1.87678, -1.63581], [-0.68363, -1.19974, 2.06859], [0.66386, -0.81490, -1.36603], [-0.93606, 1.74258, 1.62124], [-0.46039, 1.07196, -2.00651], [0.00999, -1.84205, 1.84450]], "atomic_forces_ev_per_a": [[0.2, -0.1, 0.3], [1.0, -1.1, 0.8], [1.8, 0.1, -0.1], [-0.6, -1.3, -1.5], [-0.5, 0.2, -0.6], [0.4, 2.2, 0.8], [0.0, 0.0, 0.1], [0.1, -0.2, -0.2], [0.6, -0.4, 0.1], [-1.0, 0.7, -0.6], [-0.1, 0.1, -0.1], [-0.4, 0.0, 0.1], [-1.4, -0.3, 0.7]], "e_above_lowest_kj_mol": 469.96, "energy_ev": -10279.9267, "total_charge": 0, "e_lumo_ev": 0.414}

---

Entry 4:
{"formula": "C4H10NOS", "method": "wB97M-V/def2-TZVPD", "symbols": ["C", "H", "S", "H", "O", "H", "H", "H", "H", "H", "C", "C", "H", "H", "H", "N", "C"], "positions_angstrom": [[0.77637, -0.83126, 1.15537], [-1.90543, -0.68759, -1.96104], [-0.20885, 2.22690, 2.14451], [0.36437, 0.65386, -1.68076], [1.16768, -0.40133, 2.46383], [-1.14075, -0.09609, 0.41037], [0.31621, -1.79393, 1.22783], [1.69280, -1.11375, 0.65899], [-0.69994, 2.05476, -0.27696], [-0.72685, -0.98097, -3.05956], [0.03642, 1.70003, 0.44992], [-0.06072, 0.09144, 0.21479], [0.76624, 0.53089, 2.51684], [-0.89961, -1.98119, -1.39910], [1.10645, 1.88552, 0.26930], [0.26243, -0.23382, -1.17297], [-0.84683, -1.02344, -1.96137]], "atomic_forces_ev_per_a": [[0.9, 0.3, -0.1], [0.3, 0.8, 0.8], [-0.7, 0.6, 0.5], [0.1, -0.4, 0.3], [-0.9, 0.9, -0.5], [0.5, -0.1, -0.1], [-1.0, -0.7, 0.2], [0.6, 0.4, -0.7], [0.5, 0.5, 0.0], [0.8, -0.6, 0.4], [1.2, -2.9, 0.0], [-1.1, 1.0, 1.1], [0.4, -0.7, 0.5], [0.2, 0.0, -1.1], [-0.4, 0.5, -0.9], [-1.7, 0.0, -2.1], [0.6, 0.4, 1.6]], "s2": 0.751, "e_above_lowest_kj_mol": 66.46, "energy_ev": -18678.7423, "total_charge": -2, "spin_multiplicity": 2, "e_lumo_ev": [5.817, 5.781]}